The following is a quantum chemistry calculation of a cluster of 3 separate species, C28H55F11N9O6P2 in total, from OMol25.

The value obtained for the calculated total energy is -104081.1355 eV. As for the largest force on an atom: 0.135 Eh/bohr. The HOMO energy comes out at -9.3 eV.

Geometry as ORCA input:
```
! wB97M-V def2-TZVPD RIJCOSX def2/J DEFGRID3
* xyz 1 1
C 1.9075 0.9227 4.2533
C 2.0917 2.1573 5.1455
N 1.4768 2.1848 6.2553
C 3.0478 3.2918 4.8300
C 2.5096 4.6878 4.3947
C 3.7281 5.6327 4.7488
F 3.8869 6.5958 3.8380
F 4.8954 4.9621 4.6616
C 3.7379 6.1906 6.2068
F 4.9992 6.5262 6.4869
F 2.9988 7.3007 6.3388
N 1.3942 4.8825 5.3839
C 0.0909 4.4487 4.8003
O -0.9771 5.2214 5.1574
C -2.1822 4.4909 5.3919
C -2.8928 4.0363 4.1052
C -2.7441 2.5422 3.8198
O -4.2675 4.3373 4.2818
C 0.4637 4.2534 3.2898
C 1.8664 4.8803 2.9390
N 1.5583 6.2422 2.4951
C 0.8344 6.4859 1.2702
O 1.2116 7.3554 0.5304
F -0.2423 5.7828 0.9287
C 1.0639 7.2136 3.4067
O -0.1208 7.4227 3.4849
F 1.8782 7.9882 4.0928
C 2.7257 3.9975 2.0152
F 2.3531 2.7181 2.1186
F 4.0298 4.1407 2.2796
C 2.6610 4.2497 0.4736
F 3.1768 5.4002 0.0912
F 1.4664 4.0069 -0.0298
F 3.4850 3.3207 -0.0502
H 0.9014 0.8652 3.8423
H 2.6687 0.8458 3.4818
H 2.0569 0.0622 4.9048
H 0.8911 1.3559 6.3355
H 3.8292 2.8774 4.2039
H 3.5259 3.4498 5.8001
H 3.4443 5.4440 6.9528
H 1.6027 4.5208 6.3246
H 1.1815 5.8678 5.6307
H -0.2110 3.4386 5.0691
H -2.8706 5.1952 5.8526
H -2.0709 3.6679 6.1048
H -2.5601 4.6136 3.2364
H -1.7352 2.2525 3.5166
H -3.4039 2.3018 2.9837
H -3.0485 1.9257 4.6664
H -4.7962 3.5744 4.0421
H -0.4112 4.6602 2.7847
H 0.3587 3.1863 3.1011
O -0.0703 -0.1193 -0.0475
P 0.2744 -0.5550 -1.4653
N -0.0299 0.9665 -2.2305
C -0.5680 1.2129 -3.5489
C 0.8409 2.0527 -1.8043
N -1.0014 -1.7283 -1.6344
C -2.2571 -1.4036 -2.2964
C -1.3362 -2.4112 -0.3788
N 1.0711 -1.2241 -2.8340
C 2.4201 -0.7294 -3.1040
C 0.5112 -2.0166 -3.9113
H 0.1804 1.1190 -4.3508
H -0.9678 2.2281 -3.5951
H -1.4089 0.5683 -3.7880
H 1.8333 1.9964 -2.2752
H 0.9765 2.0209 -0.7293
H 0.4079 3.0264 -2.0415
H -2.7229 -0.4951 -1.8903
H -2.9669 -2.2247 -2.1851
H -2.1329 -1.2966 -3.3747
H -1.9965 -1.7886 0.2362
H -0.4486 -2.6485 0.2066
H -1.8447 -3.3562 -0.5798
H 2.4134 0.0765 -3.8480
H 3.0711 -1.5266 -3.4667
H 2.8801 -0.3431 -2.1923
H -0.0968 -1.4046 -4.5827
H -0.0873 -2.8521 -3.5549
H 1.3000 -2.4665 -4.5202
O -3.0225 -5.2706 -4.8327
P -1.8853 -6.2770 -4.8553
N -2.5985 -7.3509 -6.0075
C -2.5272 -8.7932 -6.0433
C -2.7676 -6.8050 -7.3513
N -2.0787 -6.7776 -3.1945
C -2.8563 -7.9545 -2.8403
C -2.4788 -5.7034 -2.2882
N -0.3398 -7.0327 -4.8767
C 0.4759 -6.7837 -6.0643
C 0.1893 -8.0689 -4.0185
H -1.5888 -9.1741 -6.4767
H -3.3465 -9.1828 -6.6504
H -2.6614 -9.2471 -5.0657
H -1.8244 -6.8045 -7.9152
H -3.1361 -5.7793 -7.3095
H -3.5020 -7.3782 -7.9198
H -3.8655 -7.9373 -3.2731
H -2.9570 -8.0290 -1.7557
H -2.3528 -8.8774 -3.1314
H -3.5585 -5.5136 -2.3178
H -1.9685 -4.7694 -2.5265
H -2.2124 -5.9682 -1.2610
H 0.3805 -7.5938 -6.7974
H 1.5314 -6.6756 -5.8069
H 0.1771 -5.8530 -6.5503
H -0.2504 -9.0465 -4.2355
H 0.0449 -7.8411 -2.9652
H 1.2704 -8.1641 -4.1517
*
```



The following is a quantum chemistry calculation of a cluster of 3 separate species, C28H55F3IN2O9P2S in total, from OMol25.

The value obtained for the calculated total energy is -96991.6862 eV. As for the largest force on an atom: 0.135 Eh/bohr. The HOMO energy comes out at -10.5 eV.

Geometry as ORCA input:
```
! wB97M-V def2-TZVPD RIJCOSX def2/J DEFGRID3
* xyz 1 1
C 0.5848 7.1509 -2.8863
C 0.1565 6.5138 -4.0513
C -0.3759 5.0924 -4.1090
C 0.4789 4.0927 -3.3188
C 1.5078 3.2304 -4.0898
C 2.5342 3.9965 -4.9518
C 3.0829 5.3012 -4.3288
I 1.8045 4.2898 -6.9740
N -0.5857 3.1028 -2.9443
S -0.3087 1.5063 -2.3016
C -1.7831 3.5022 -3.1293
C -1.9015 4.9385 -3.6437
C -2.9569 4.9398 -4.7616
C -4.1482 3.9931 -4.5486
O -4.7056 4.0945 -3.2553
C -5.2792 2.9004 -2.7726
C -6.8203 2.9802 -2.8348
F -7.2796 3.3776 -1.6294
F -7.2609 3.8550 -3.7418
F -7.3241 1.7609 -3.0929
N -2.1535 5.6242 -2.3853
C -2.9529 6.6308 -2.3536
C -2.8494 7.8667 -3.2083
C -4.0599 6.6127 -1.3261
H 1.6418 7.2445 -2.6352
H -0.1151 7.5720 -2.1634
H 0.1670 7.0886 -4.9802
H -0.4041 4.8687 -5.1776
H 0.8892 4.5765 -2.4331
H 0.9351 2.5716 -4.7461
H 2.0769 2.6504 -3.3601
H 3.3829 3.3290 -5.0797
H 2.6818 6.1449 -4.8903
H 4.1584 5.3240 -4.5044
H 2.8484 5.3922 -3.2713
H -0.7064 1.6934 -1.0220
H -2.5743 2.8100 -2.8681
H -2.4533 4.5814 -5.6653
H -3.3431 5.9267 -5.0098
H -4.9133 4.2781 -5.2810
H -3.8408 2.9753 -4.8213
H -5.0238 2.8412 -1.7104
H -4.8935 1.9899 -3.2384
H -2.1609 8.6060 -2.7991
H -3.8221 8.3562 -3.3013
H -2.5555 7.6065 -4.2276
H -4.9329 7.1714 -1.6554
H -4.2720 5.6012 -1.0002
H -3.6652 7.1390 -0.4415
O -0.9706 -1.4879 0.1841
P -1.9008 -2.3793 0.9364
O -2.0515 -1.6612 2.4021
C -2.3815 -0.2785 2.4743
C -3.8551 -0.0303 2.2025
O -0.8864 -3.6053 1.3160
C 0.2398 -3.9279 0.4901
C 1.5197 -3.4376 1.1325
O -3.1967 -3.3292 1.0372
C -3.4313 -4.1508 2.2012
C -4.5971 -3.6185 3.0056
H -1.7630 0.2992 1.7820
H -2.1293 0.0526 3.4819
H -4.1502 -0.4341 1.2298
H -4.0719 1.0392 2.2170
H -4.4760 -0.5148 2.9547
H 0.1198 -3.5189 -0.5128
H 0.2665 -5.0146 0.3962
H 1.4716 -2.3692 1.3476
H 2.3774 -3.6272 0.4855
H 1.6847 -3.9440 2.0843
H -2.5481 -4.2417 2.8261
H -3.6688 -5.1451 1.8230
H -4.3006 -2.7439 3.5835
H -4.9459 -4.3759 3.7085
H -5.4219 -3.3244 2.3561
O 3.6683 -5.5031 3.5503
P 4.8522 -5.7808 4.4079
O 5.3570 -7.2646 3.9378
C 5.5667 -7.5219 2.5500
C 6.8681 -6.9197 2.0516
O 4.1039 -6.1621 5.8204
C 2.8235 -5.6163 6.1468
C 1.7435 -6.6608 5.9568
O 6.2025 -5.3358 5.1718
C 6.8324 -6.2028 6.1347
C 8.1302 -6.7563 5.5873
H 4.7248 -7.1521 1.9609
H 5.5900 -8.6055 2.4315
H 6.9021 -5.8433 2.2408
H 6.9813 -7.0890 0.9801
H 7.7227 -7.3646 2.5606
H 2.6148 -4.7247 5.5562
H 2.8633 -5.3109 7.1943
H 1.7632 -7.0676 4.9457
H 0.7553 -6.2385 6.1472
H 1.9031 -7.4973 6.6389
H 6.1793 -7.0100 6.4522
H 7.0365 -5.5834 7.0086
H 7.9378 -7.5554 4.8725
H 8.7322 -7.1737 6.3956
H 8.7029 -5.9827 5.0754
*
```



The following is a quantum chemistry calculation of a structure of composition C28H55O2P3Pb, from OMol25.

The value obtained for the calculated total energy is -67093.0874 eV. As for the largest force on an atom: 0.116 Eh/bohr. The HOMO energy (spin up / spin down) comes out at -20.7 / -19.6 eV.

Geometry as ORCA input:
```
! wB97M-V def2-TZVPD RIJCOSX def2/J DEFGRID3
* xyz 4 1
Pb -0.6740 -0.1359 -0.9760
C 1.8961 -0.8148 -1.0290
O 3.0391 -0.8967 -1.1044
C -3.0013 0.3251 0.1181
O -4.0171 0.5316 0.6358
P -0.4194 2.5947 -1.7485
C -0.7894 2.3978 -3.5646
H -0.8299 3.4198 -3.9778
C -1.7601 3.7170 -1.1395
H -2.6525 3.0724 -1.2301
C 1.2346 3.4068 -1.6892
H 1.8744 2.6808 -2.2225
C 1.0232 -3.7327 0.6455
P -0.4646 -2.9295 -0.1351
H -0.9908 -4.7058 -1.6014
H 1.8295 -3.5854 -0.0960
C -1.9454 -3.6898 0.7297
H -1.7950 -4.7827 0.6488
C -1.6077 4.0840 0.3371
H -2.5048 4.6528 0.6320
H -0.7140 4.7004 0.5283
H -1.5624 3.1871 0.9724
C -1.9995 4.9461 -2.0129
H -1.1939 5.6823 -1.9249
H -2.9207 5.4274 -1.6591
H -2.1449 4.7154 -3.0754
C 1.2989 4.7131 -2.4760
H 0.8321 4.6608 -3.4672
H 2.3598 4.9453 -2.6392
H 0.8658 5.5596 -1.9331
C 1.8041 3.5532 -0.2740
H 2.8313 3.9318 -0.3762
H 1.8510 2.5827 0.2415
H 1.2322 4.2680 0.3365
C 0.3657 1.6707 -4.2542
H 1.2912 2.2559 -4.2951
H 0.0683 1.4312 -5.2820
H 0.6245 0.7355 -3.7358
C -2.1596 1.7319 -3.7776
H -2.2106 0.7147 -3.3516
H -2.3431 1.6452 -4.8577
H -2.9732 2.3379 -3.3509
C 0.8126 -5.2406 0.8078
H 0.4896 -5.7379 -0.1190
H 0.0776 -5.4584 1.5909
H 1.7690 -5.6875 1.1131
C 1.4687 -3.0519 1.9515
H 0.6966 -3.1206 2.7356
C -1.5333 -2.8963 -2.6993
H 1.7013 -1.9902 1.7762
H 2.3936 -3.5512 2.2902
C 0.7995 -3.8147 -2.4516
H -1.1647 -1.8615 -2.7782
H -1.5122 -3.2632 -3.7406
H -2.5818 -2.8449 -2.3648
C -0.5840 -3.7007 -1.8005
H 0.6849 -4.0410 -3.5196
H 1.3871 -4.6274 -2.0108
H 1.3735 -2.8772 -2.3688
C -3.2636 -3.3181 0.0511
H -3.4165 -2.2279 -0.0287
H -4.0985 -3.7246 0.6419
H -3.3434 -3.7691 -0.9404
C -2.0126 -3.3018 2.2126
H -2.0444 -2.2106 2.3656
H -1.1853 -3.7146 2.8007
H -2.9407 -3.7094 2.6456
H -0.2512 -1.1067 -4.2307
H -0.5912 -0.4084 -4.1151
C -0.8663 0.1396 3.6857
P 0.4182 0.8975 2.6149
C 0.3736 2.6224 3.2550
C 1.9312 0.3153 3.5098
C 3.0960 0.1693 2.7408
C 4.2809 -0.2718 3.3190
C 4.3287 -0.5768 4.6796
C 3.1775 -0.4401 5.4740
C 1.9826 0.0139 4.8849
H -0.8901 0.6511 4.6605
H -1.8467 0.2017 3.1913
H -0.6805 -0.9357 3.8146
H -0.6607 2.9940 3.3054
H 0.8101 2.5979 4.2621
H 0.9912 3.2909 2.6418
H 3.0562 0.4187 1.6806
H 5.1753 -0.3657 2.7016
H 5.2585 -0.9283 5.1400
H 3.1948 -0.6822 6.5407
H 1.0907 0.1392 5.5145
*
```



The following is a quantum chemistry calculation of a structure of composition C28H56Br15N11O28, from OMol25.

The value obtained for the calculated total energy is -1154272.1546 eV. As for the largest force on an atom: 0.070 Eh/bohr. The HOMO energy comes out at -9.6 eV.

Geometry as ORCA input:
```
! wB97M-V def2-TZVPD RIJCOSX def2/J DEFGRID3
* xyz 0 1
C 20.2210 -15.1713 -0.9834
Br 20.1657 -14.8293 1.0045
Br 21.4450 -14.0137 -1.8864
Br 18.4610 -15.0519 -1.6772
H 20.5344 -16.1937 -0.9778
C 16.6915 -16.3394 3.0746
Br 17.2414 -14.5851 3.7517
Br 18.0935 -17.6289 3.1503
Br 15.8849 -16.2101 1.3235
H 15.9442 -16.6983 3.7460
C 15.2927 -15.6625 -6.4565
Br 13.8147 -16.8466 -6.2219
Br 15.4000 -14.9620 -8.2218
Br 16.8786 -16.4565 -5.7446
H 15.0783 -14.8518 -5.7678
C 10.6751 -25.2314 -7.0128
Br 11.0366 -24.0758 -5.5027
Br 11.1498 -24.3844 -8.7533
Br 8.9562 -25.9379 -7.0639
H 11.3507 -26.0554 -6.9546
C 13.2208 -28.3532 -3.7599
Br 12.8075 -29.4461 -2.2177
Br 13.9445 -26.6663 -3.1423
Br 11.7101 -28.1310 -4.9248
H 14.0459 -28.9023 -4.2215
O 17.3160 -23.1914 -4.6978
C 16.5799 -23.6044 -5.5561
O 15.7091 -24.6326 -5.3459
C 15.1041 -25.0396 -6.6375
C 15.1777 -23.7520 -7.4599
C 16.5129 -23.1050 -7.0064
H 14.1327 -25.4958 -6.4581
H 15.7509 -25.7764 -7.1499
H 14.3582 -23.0802 -7.2677
H 15.2158 -24.0324 -8.5042
H 16.5924 -22.0272 -7.1743
H 17.3825 -23.5475 -7.4866
O 16.6231 -19.0870 -2.8834
C 15.9841 -20.1120 -2.9787
O 16.1459 -21.0319 -1.9385
C 15.5480 -22.3231 -2.2020
C 14.4957 -21.9124 -3.2652
C 15.0746 -20.6676 -4.0077
H 15.1560 -22.8034 -1.3128
H 16.2907 -22.9268 -2.6832
H 13.4603 -21.7031 -2.8784
H 14.3237 -22.7399 -3.9837
H 14.2199 -20.0424 -4.3018
H 15.6496 -20.8262 -4.9267
O 12.5878 -22.5143 -0.0001
C 12.9683 -21.4350 0.3228
O 14.2484 -21.0151 0.1201
C 14.2119 -19.5887 0.0123
C 13.0760 -19.1794 0.9427
C 12.1374 -20.3719 0.9727
H 14.1362 -19.3504 -1.0399
H 15.2113 -19.2681 0.3457
H 12.6631 -18.2278 0.6833
H 13.4632 -18.9938 1.9481
H 11.2492 -20.2295 0.3561
H 11.7882 -20.6560 1.9542
C 20.2795 -25.6090 -5.2368
N 19.0925 -26.4452 -5.4349
O 18.6383 -27.0416 -4.4672
O 18.5666 -26.4501 -6.5482
H 20.6303 -25.1847 -6.1737
H 21.0821 -26.1629 -4.7380
H 20.0216 -24.8037 -4.5556
C 11.2979 -25.6286 -0.6951
N 10.3866 -24.4222 -0.3275
O 10.1432 -24.3621 0.8468
O 9.9873 -23.6934 -1.1672
H 11.0493 -25.8688 -1.7296
H 11.0552 -26.4433 -0.0321
H 12.3135 -25.2401 -0.6311
C 15.7456 -18.7984 -9.3403
N 16.4871 -19.7714 -8.4815
O 17.0944 -20.6673 -8.9995
O 16.3560 -19.6716 -7.2850
H 14.7337 -19.1721 -9.3787
H 16.1998 -18.8222 -10.3124
H 15.7844 -17.8138 -8.8856
C 10.6059 -20.9680 -3.0500
N 11.4523 -19.8197 -3.5121
O 11.3027 -19.4494 -4.6342
O 12.2100 -19.3208 -2.7055
H 11.2290 -21.6065 -2.4263
H 10.1574 -21.4617 -3.8883
H 9.8402 -20.4674 -2.4312
C 16.7454 -22.5298 1.8564
N 15.9094 -21.6392 2.6874
O 15.0083 -22.1003 3.2964
O 16.1976 -20.4672 2.6093
H 16.6541 -22.1279 0.8646
H 16.3728 -23.5551 1.8900
H 17.7775 -22.4279 2.1526
C 15.3651 -16.6195 -2.5768
N 15.0409 -15.1724 -2.5751
O 15.1690 -14.5108 -1.5411
O 14.6206 -14.6972 -3.6309
H 15.3588 -17.0111 -3.6025
H 14.5686 -17.0327 -1.9561
H 16.3114 -16.7671 -2.0335
C 10.5776 -20.0342 -8.0987
N 12.0631 -20.0972 -8.3661
O 12.7079 -20.9742 -7.8421
O 12.5556 -19.2437 -9.0966
H 10.2068 -19.3979 -8.8968
H 10.4953 -19.5021 -7.1428
H 10.1742 -21.0522 -8.0207
C 17.8258 -25.5818 -1.9248
N 17.5927 -24.9108 -0.5976
O 16.4203 -24.9136 -0.2567
O 18.4550 -24.3813 0.0495
H 17.3096 -26.5144 -1.9897
H 18.9223 -25.7321 -2.0121
H 17.5438 -24.8848 -2.7074
C 20.7730 -22.2840 -0.6573
N 20.5688 -23.1644 -1.8340
O 21.3861 -23.9910 -2.1393
O 19.4629 -23.1109 -2.3453
H 21.7836 -22.5450 -0.2866
H 19.9780 -22.4684 0.0689
H 20.7112 -21.2570 -0.9739
C 18.3381 -19.0569 -0.3372
N 19.6498 -19.0169 0.4431
O 20.4234 -18.0643 0.3482
O 19.8574 -19.9795 1.1607
H 17.5620 -18.9964 0.4700
H 18.2466 -19.9963 -0.8893
H 18.3128 -18.1888 -1.0135
C 19.1927 -20.1381 -4.3797
N 19.5157 -18.8024 -3.7553
O 20.1849 -18.8663 -2.7457
O 18.9880 -17.8402 -4.2014
H 19.1485 -20.9129 -3.6563
H 19.9226 -20.3378 -5.1262
H 18.2570 -20.0110 -4.9165
*
```